(1)
16
Properties=species:S:1:pos:R:3:forces:R:3:lowdin_charge:R:1 method="wB97M-V/def2-TZVPD" e_homo_ev=-11.78 gap_ev=12.902 e_tot_ha=-159.5803 de_lowest_kj_mol=12.1 smiles=CC.CC mol_weight_g_mol=60.1 lumo_ev=1.12 charge=0
C -1.95728 -0.12724 0.68422 0.31 -0.18 -0.14 -0.179
C -2.77036 0.44437 -0.47706 0.34 -0.35 -0.04 -0.167
H -1.25023 -0.88128 0.32911 -0.07 -0.03 0.00 0.053
H -1.35624 0.63112 1.19323 -0.18 -0.04 0.00 0.059
H -2.59763 -0.62999 1.40552 -0.02 0.16 0.19 0.058
H -3.61758 -0.20623 -0.69376 -0.18 0.24 0.06 0.061
H -2.18275 0.46478 -1.39169 0.16 0.13 -0.07 0.056
H -3.08280 1.46194 -0.27407 -0.36 0.06 0.02 0.058
C 1.98767 0.50220 0.12531 0.18 -0.49 -0.14 -0.161
C 2.71866 -0.78250 -0.31122 0.26 0.36 0.22 -0.166
H 2.17573 0.74327 1.17162 -0.13 -0.06 0.01 0.062
H 2.28525 1.36288 -0.47044 0.06 0.02 -0.01 0.059
H 0.92355 0.33928 -0.02284 -0.16 0.28 0.10 0.033
H 2.91273 -0.75701 -1.38390 -0.08 -0.17 0.00 0.058
H 2.12408 -1.66501 -0.07394 0.04 -0.01 -0.06 0.056
H 3.68721 -0.90059 0.18989 -0.16 0.08 -0.11 0.060

---

(2)
16
Properties=species:S:1:pos:R:3:forces:R:3:lowdin_charge:R:1 method="wB97M-V/def2-TZVPD" e_homo_ev=-11.47 gap_ev=12.598 e_tot_ha=-159.5656 de_lowest_kj_mol=50.9 smiles=CC.CC mol_weight_g_mol=60.1 lumo_ev=1.13 charge=0
C 1.72486 -0.69872 1.36798 -0.61 -1.32 1.26 -0.183
C 0.97201 0.28000 2.31139 -0.73 0.33 -1.36 -0.191
H 1.34439 -1.79291 1.52739 0.60 1.93 -0.28 0.088
H 1.51968 -0.43988 0.30188 0.71 -0.16 0.86 0.045
H 2.77972 -0.69493 1.72453 -0.45 -0.05 -1.08 0.060
H 1.31438 1.33526 2.13430 -0.54 -0.90 -0.01 0.073
H 1.10809 0.10334 3.36431 0.25 -0.40 0.37 0.042
H -0.12150 0.16266 2.10217 0.78 0.56 0.23 0.060
C -1.10025 0.45630 -1.15938 -0.14 -0.51 0.54 -0.204
C -1.58023 -0.05210 -2.52160 0.03 2.62 -1.75 -0.195
H -0.02872 0.69395 -1.15374 -0.27 0.05 -0.05 0.048
H -1.67662 1.36021 -0.85158 0.50 -0.69 -0.15 0.073
H -1.24380 -0.35400 -0.39742 0.00 0.80 -0.44 0.068
H -2.69857 -0.01513 -2.52603 0.93 -0.60 -0.22 0.065
H -1.13790 -0.99656 -2.84049 -0.37 -0.08 0.27 0.050
H -1.25749 0.72511 -3.37560 -0.69 -1.58 1.80 0.100